1.
Here is a 13-piece molecular cluster, C7H37NO12 overall at a distorted geometry from the Open Molecules 2025 dataset. Energies are from ωB97M-V/def2-TZVPD.

Atoms and positions in Å:
O: -0.1347 0.9161 -3.7211
O: -0.4057 -1.3694 -2.4162
O: -3.4108 -1.7570 0.9247
O: -4.5680 2.4200 0.8599
O: -2.9764 -1.0194 -1.7869
O: 4.0012 -2.0996 0.8219
O: -1.0805 -2.9646 1.6813
O: -2.4075 2.2821 -3.2588
O: 3.1023 0.2560 1.9050
O: 0.8605 -3.1920 -0.4745
O: 1.5822 -2.1470 2.0530
O: -2.5570 1.4074 -0.7372
N: 3.4839 0.5954 -0.8802
C: 0.7560 2.0072 0.3331
C: 1.1431 1.6365 -1.1137
C: 0.6391 3.2809 0.6802
C: 0.3956 0.8147 1.1794
C: -1.0321 0.0088 3.1564
C: -0.4719 0.9997 2.1811
C: 2.0773 0.4343 -1.2679
H: 3.2757 0.9821 1.2861
H: -2.6484 -2.2171 1.3403
H: 0.8452 4.0974 0.0003
H: -0.3402 -0.6946 3.6257
H: -4.0567 -1.6210 1.6232
H: 2.3013 -2.7950 2.0223
H: 1.7007 -0.4051 -0.6934
H: -1.5387 1.8637 -3.4343
H: 1.9612 0.1200 -2.3110
H: 4.4549 -1.2512 0.7344
H: -0.6015 -3.2012 0.8733
H: -0.4865 -2.4418 2.2287
H: -0.0846 0.0062 -3.3195
H: 1.4731 2.5564 -1.5933
H: -1.7322 -0.6391 2.6223
H: 0.3688 3.5675 1.6854
H: 1.0127 -4.1230 -0.6585
H: -1.5966 0.5339 3.9131
H: -3.3340 -1.5306 -1.0367
H: 2.0903 -1.3250 2.1562
H: -0.6692 2.0319 2.4438
H: 3.2019 0.6451 2.7833
H: -2.9740 -0.1336 -1.3645
H: 3.9472 1.4081 -1.2676
H: 0.1701 -1.6893 -1.7026
H: -4.2512 2.3098 -0.0467
H: -3.9846 1.7961 1.3050
H: 0.2777 1.2744 -1.6693
H: -2.5453 1.9529 -1.5657
H: 1.5266 -2.7971 0.1120
H: -1.7009 1.2136 -0.3459
H: -1.3296 -1.2749 -2.0657
H: -0.1651 0.7662 -4.6742
H: -3.0391 1.6635 -3.6452
H: 4.6272 -2.8307 0.8095
H: 0.9021 -0.0826 0.9027
H: 3.9454 -0.2461 -1.1933

Its HOMO-LUMO gap is 8.587 eV. Its total charge is 0. The value obtained for the total energy is -33919.9575 eV. Its spin multiplicity is 1. As for the relative energy (zero: lowest compared OMol25 entry of this formula, charge and spin): 26.8 kcal per mole.

2.
Here is a 13-piece molecular cluster, C7H39NO12 overall at a distorted geometry from the Open Molecules 2025 dataset. Energies are from ωB97M-V/def2-TZVPD.

Atoms and positions in Å:
O: 2.4239 -1.5312 2.8628
O: 3.3987 -0.5178 -3.1413
O: -3.1402 0.3006 -0.4626
O: 3.3365 0.8580 2.3231
O: -2.9928 0.4454 -3.1912
O: -1.0591 -2.4372 -2.7055
O: -4.0598 1.9218 1.3461
O: -1.0263 2.4821 2.1124
O: 1.8685 -2.1922 -2.1407
O: 1.6456 3.2483 2.4018
O: 3.2624 -1.7350 -0.0050
O: -3.5542 -1.9750 -1.8124
N: -1.0161 -0.5934 1.6288
C: 1.2686 2.0168 -1.1748
C: -0.8750 -0.5779 3.1126
C: 0.1649 1.3653 -0.4067
C: 0.2607 -0.2449 -0.4033
C: 0.3666 -0.6053 1.0498
C: 1.4040 2.2775 -2.4581
C: -1.6889 -1.8457 1.1763
H: 0.6513 2.3382 -3.2595
H: 0.1010 1.8061 0.6831
H: -1.8791 2.8161 1.7344
H: -1.0995 1.5442 1.9709
H: 2.1740 2.2295 -0.4632
H: -3.5746 1.4039 0.7641
H: -0.2699 -2.1628 -2.1938
H: -1.3368 -1.9948 0.1646
H: -3.4098 -0.6377 -0.6634
H: 0.7026 2.9953 2.5210
H: -2.0854 0.2136 -3.3214
H: 2.7420 -0.7040 2.5713
H: -2.2067 0.4642 -0.3490
H: 3.3763 -2.7177 -0.0665
H: -0.7353 0.5304 3.4454
H: 2.5453 -2.1879 -2.9214
H: 2.7525 -1.6270 0.8739
H: 2.3398 -1.7060 -1.5085
H: 4.0553 1.2345 2.7864
H: -1.9959 -0.8203 3.5427
H: -0.5388 -0.6668 -0.9822
H: 1.1782 -0.5377 -1.0285
H: 0.9177 -1.6421 1.3036
H: 3.5109 -0.3421 -2.1998
H: -2.8339 -1.6685 1.0756
H: -4.0574 2.7378 0.8487
H: 0.8878 -0.0066 1.7564
H: 1.6282 3.8014 1.5915
H: 2.4574 -1.5281 3.8629
H: 2.9253 0.3010 -3.3831
H: -0.9468 -3.3092 -2.9470
H: -0.0636 -1.3107 3.3737
H: -1.6711 -2.8158 1.6709
H: -3.0413 0.8108 -2.1838
H: -0.7467 1.4282 -1.0629
H: 2.2816 2.7148 -2.9063
H: 2.7289 1.6530 2.1198
H: -3.8891 -1.5391 -2.6055
H: -2.6910 -2.2008 -2.0908

Its HOMO-LUMO gap is 9.616 eV. Its total charge is 0. The value obtained for the total energy is -33948.5988 eV. Its spin multiplicity is 1. As for the relative energy (zero: lowest compared OMol25 entry of this formula, charge and spin): 131.3 kcal per mole.

3.
Here is a 3-piece molecular cluster, C7H3F4IS overall at a distorted geometry from the Open Molecules 2025 dataset. Energies are from ωB97M-V/def2-TZVPD.

Atoms and positions in Å:
I: 0.3631 -3.1192 -2.2095
S: 0.2441 0.7438 2.1793
F: -1.2516 0.9897 -1.3722
F: -0.4466 2.8748 -0.6465
F: -0.5500 2.3532 -2.7852
F: 3.2241 0.1704 -1.2638
C: -0.3217 1.8931 -1.5827
C: 0.9968 -0.6823 1.7213
C: 0.2632 -1.7759 1.4940
C: -1.2883 0.0267 1.7128
C: 2.0663 0.6858 -1.4271
C: 1.0315 1.3030 -1.5056
C: -1.1077 -1.2704 1.4320
H: 0.5074 -2.8301 1.4643
H: -1.6621 -2.0205 0.9088
H: -2.0685 0.6578 1.8802

Its HOMO-LUMO gap (alpha / beta) is 8.238 / 6.043 eV. Its total charge is 0. The value obtained for the total energy is -37106.5041 eV. Its spin multiplicity is 1.

4.
Here is one molecule with the formula C7H3N at a distorted geometry from the Open Molecules 2025 dataset. Energies are from ωB97M-V/def2-TZVPD.

Atoms and positions in Å:
N: 3.3305 -1.1458 -0.0005
C: -2.7065 -0.7355 0.0307
C: 0.9646 -0.0730 0.2111
C: 0.3523 2.4598 -0.0296
C: -0.0801 -0.9566 -0.0246
C: -1.5240 -0.8255 0.0064
C: 0.6937 1.2875 0.1354
C: 2.2570 -0.6503 -0.0315
H: -3.8486 -0.8894 0.0223
H: 0.2931 -2.0191 -0.0740
H: 0.2677 3.5479 -0.2456

Its HOMO-LUMO gap is 8.378 eV. The SMILES is C#C/C=C(\C#C)C#N. Its total charge is 0. The value obtained for the total energy is -8791.9852 eV. Its spin multiplicity is 1. As for the relative energy (zero: lowest compared OMol25 entry of this formula, charge and spin): 10.7 kcal per mole.

5.
Here is one molecule with the formula C7H4 at a distorted geometry from the Open Molecules 2025 dataset. Energies are from ωB97M-V/def2-TZVPD.

Atoms and positions in Å:
C: 1.1134 -0.1313 0.8826
C: 1.0796 -2.0807 -1.0581
C: 1.0945 -0.9853 -0.1719
C: 0.0387 -1.0794 -1.1198
C: -1.0092 -0.1324 -1.0626
C: -0.8611 0.8602 -0.0853
C: 0.0801 0.7640 0.9692
H: -1.5384 1.6142 0.0320
H: -1.7161 -0.1819 -1.7898
H: -0.0327 1.4419 1.7046
H: 1.7513 -0.0894 1.6991

Its HOMO-LUMO gap is 7.552 eV. The SMILES is C1=c2ccccc2=1. Its total charge is 0. The value obtained for the total energy is -7318.2420 eV. Its spin multiplicity is 1. As for the relative energy (zero: lowest compared OMol25 entry of this formula, charge and spin): 0.0 kcal per mole.

6.
Here is a 14-piece molecular cluster, C7H40NO13 overall at a distorted geometry from the Open Molecules 2025 dataset. Energies are from ωB97M-V/def2-TZVPD.

Atoms and positions in Å:
O: -1.3744 3.9035 2.4312
O: 2.5411 1.4343 -1.8198
O: 2.1862 4.5557 0.0060
O: -1.9803 0.9852 2.6159
O: 0.6474 2.1375 0.0692
O: -0.6918 -1.7657 -3.1852
O: 2.0032 1.8367 2.3577
O: -2.0345 1.3712 -0.1293
O: -4.0490 1.1903 -3.0777
O: -1.3191 1.0203 -2.9829
O: 3.7571 2.5548 0.4159
O: 1.5435 -3.4142 -3.1930
O: 0.1087 0.5983 3.9742
N: 1.9733 -1.2328 -1.9127
C: -3.4024 -2.2734 0.9608
C: 1.1317 -2.6094 2.1778
C: 1.7271 -1.9753 -0.5124
C: -1.1977 -3.3155 1.5218
C: 0.2694 -2.0574 -0.1404
C: 0.1009 -2.5935 1.2794
C: -2.2761 -2.8941 0.5783
H: 2.3799 0.8972 2.3570
H: 2.1044 -3.1420 -0.4820
H: 2.0675 -2.3414 1.7535
H: -0.8859 0.6080 3.9762
H: 2.3299 -1.5481 0.2939
H: -1.2095 3.6377 3.2354
H: 2.0484 -0.2854 -1.5514
H: -0.1450 -2.7631 -0.8198
H: -2.0686 -3.2118 -0.4463
H: 1.1651 -2.6159 3.1829
H: -3.8062 -1.9537 1.9273
H: -1.3789 2.0565 0.1428
H: 0.3098 0.7804 4.8900
H: -2.2930 1.0691 -2.9411
H: -4.1820 -2.1099 0.2335
H: 1.3027 4.9702 -0.3797
H: 3.8359 3.5052 0.2187
H: 1.8180 1.7535 -1.2807
H: 1.3792 1.9298 3.0022
H: -1.6455 0.7772 1.7684
H: 2.0454 -4.0752 -3.4634
H: 0.9916 1.6490 0.8788
H: 0.7555 -3.2413 -3.6202
H: -2.6135 1.6653 2.5420
H: -1.5015 -3.2494 2.6463
H: -1.4672 -1.9009 -2.4961
H: 3.3679 1.8640 -1.9360
H: -0.3464 -1.2176 -0.2725
H: -0.9890 1.3444 -3.8167
H: -4.6500 0.3796 -3.1653
H: 1.0267 2.9790 0.0526
H: 2.5207 4.3126 -0.9013
H: -1.2260 3.0437 2.0258
H: 3.0804 2.4830 1.1844
H: -4.2510 1.4774 -2.1312
H: -1.8343 1.1694 -1.1348
H: 1.1569 -1.4284 -2.4496
H: -0.9821 -4.3730 1.3926
H: -0.6424 -0.8201 -3.4695
H: 2.7678 -1.5313 -2.3814

Its HOMO-LUMO gap is 9.459 eV. Its total charge is +1. The value obtained for the total energy is -36006.3735 eV. Its spin multiplicity is 1. As for the relative energy (zero: lowest compared OMol25 entry of this formula, charge and spin): 113.5 kcal per mole.

7.
Here is a 13-piece molecular cluster, C7H41NO12 overall at a distorted geometry from the Open Molecules 2025 dataset. Energies are from ωB97M-V/def2-TZVPD.

Atoms and positions in Å:
O: -1.9736 0.2310 1.3396
O: -1.4971 -2.4357 -0.1086
O: -0.5764 2.3827 -3.6436
O: -2.2309 -0.3109 -4.1911
O: 0.2750 -1.2648 -3.5169
O: 0.2918 -2.7335 2.5268
O: 0.3048 -4.3481 -0.2498
O: -4.4129 -2.2242 -0.1208
O: -4.0750 -0.8329 2.5032
O: 2.0977 1.9143 -2.1935
O: -3.5386 -0.3064 -1.6049
O: 3.2503 0.4794 2.9206
N: 1.3485 1.0838 0.4152
C: 0.4671 4.1510 -0.1364
C: 1.0300 -0.3261 -0.0907
C: 1.0058 3.4211 1.2972
C: 0.6570 1.9432 1.3743
C: 0.5826 1.4714 2.8463
C: 2.2499 -0.8086 -0.8133
C: 3.2026 -1.5853 0.2508
H: 1.9799 3.5941 1.3610
H: 3.0211 0.7688 2.0401
H: -1.9404 0.1025 0.3470
H: 1.8375 0.9818 -2.3865
H: -0.4872 -0.6700 -3.7100
H: 2.6770 0.1401 -1.2507
H: -3.4097 -0.0720 2.4861
H: 2.6220 -2.1371 0.9635
H: 4.0319 -1.2743 0.9099
H: 0.5997 0.3972 3.0301
H: 0.1327 -2.0728 3.2036
H: 0.2836 1.9200 -3.4677
H: -3.5007 -1.6155 2.3179
H: 2.3019 1.3120 0.4795
H: -0.4936 1.8224 1.0552
H: -1.6836 -0.5994 1.6817
H: -4.8915 -1.9624 0.7008
H: -3.9739 -1.0307 -1.2316
H: 0.4730 3.3784 -0.9294
H: -2.7586 -0.7001 -3.4233
H: -0.5989 3.2458 -3.1754
H: 1.4302 2.4075 -1.5787
H: 1.4909 1.7502 3.4285
H: 0.2155 -0.2508 -0.8458
H: 0.3821 4.0252 1.9038
H: -1.5816 -3.1441 -0.7813
H: 1.1717 -3.0072 2.6446
H: 0.8156 -4.1597 0.6469
H: -1.1212 -2.8241 0.6344
H: 4.1196 0.1454 2.8648
H: -2.2929 0.6218 -4.3317
H: 0.6257 -1.0070 0.7427
H: 1.8548 -1.4230 -1.4888
H: 1.0832 5.0487 -0.3198
H: 0.9457 -3.9167 -0.9275
H: -3.6831 0.4856 -1.1317
H: -0.6265 4.0602 -0.0761
H: -3.5334 -2.1763 0.0923
H: 3.9283 -2.2419 -0.3269
H: 0.4420 -1.5980 -4.3566
H: -0.3472 1.7737 3.4005

Its HOMO-LUMO gap is 8.384 eV. Its total charge is 0. The value obtained for the total energy is -33980.5385 eV. Its spin multiplicity is 1. As for the relative energy (zero: lowest compared OMol25 entry of this formula, charge and spin): 166.0 kcal per mole.

8.
Here is a 2-piece molecular cluster, C7H4ClF3N2 overall at a distorted geometry from the Open Molecules 2025 dataset. Energies are from ωB97M-V/def2-TZVPD.

Atoms and positions in Å:
Cl: -0.2637 -2.2428 -1.0236
F: -2.9440 -0.8325 -0.6301
F: -2.7312 0.8178 0.7693
F: -1.8579 -1.1775 1.1908
N: 0.0378 1.1406 0.8963
N: -1.4624 2.3721 -1.8591
C: 1.1207 0.7160 1.4995
C: -0.2865 0.6223 -0.3672
C: -0.9810 1.6014 -1.1580
C: 0.4758 -0.4834 -1.0194
C: 2.0567 -0.2523 0.8693
C: 1.7496 -0.7923 -0.3361
C: -2.1716 -0.2194 0.2382
H: 2.2383 -1.5694 -0.7750
H: 1.3817 1.0640 2.4372
H: 2.9332 -0.4904 1.4132
H: 0.7044 -0.2744 -2.1454

Its HOMO-LUMO gap (alpha / beta) is 8.054 / 8.053 eV. Its total charge is 0. The value obtained for the total energy is -30975.2601 eV. Its spin multiplicity is 1. As for the relative energy (zero: lowest compared OMol25 entry of this formula, charge and spin): 57.7 kcal per mole.

9.
Here is one molecule with the formula C7H4N4S at a distorted geometry from the Open Molecules 2025 dataset. Energies are from ωB97M-V/def2-TZVPD.

Atoms and positions in Å:
S: 0.6406 -0.4262 -1.7536
N: 1.5868 -0.1122 1.8199
N: 2.8571 0.3073 1.3795
N: 0.8147 -0.5272 0.7331
N: 2.8924 0.0637 -0.0764
C: -3.1209 0.5147 -0.3554
C: -2.8004 0.6482 1.0500
C: -1.5437 0.3257 1.3373
C: -0.4686 -0.0484 0.4512
C: 1.6053 -0.3915 -0.3283
C: -0.8363 -0.0368 -0.8734
C: -2.1224 0.2019 -1.2870
H: -1.4118 0.1410 2.3372
H: -3.5448 0.8988 1.7267
H: -2.4617 -0.1495 -2.2438
H: -4.1657 0.5248 -0.7214

Its HOMO-LUMO gap is 9.043 eV. The SMILES is c1ccc2c(c1)sc1nnnn12. Its total charge is 0. The value obtained for the total energy is -24115.6401 eV. Its spin multiplicity is 1.